# 1
This record from OMol25 describes a structure of composition C46H76AsBaN8O4S3Si3 in a non-equilibrium geometry. The level of theory is ωB97M-V/def2-TZVPD.

XYZ file:
```
142
Properties=species:S:1:pos:R:3
Ba 0.79 0.40 0.51
S 0.39 -1.62 2.53
C 2.14 -1.62 2.45
C 2.89 -2.55 3.20
C 4.26 -2.53 3.14
C 4.91 -1.59 2.34
C 4.12 -0.72 1.63
N 2.78 -0.72 1.68
H 2.36 -3.26 3.81
H 4.84 -3.24 3.72
H 5.98 -1.54 2.26
H 4.57 0.03 0.97
C 0.87 2.88 -2.29
C 0.24 2.17 -3.45
C 0.80 2.31 -4.72
C 0.24 1.67 -5.81
C -0.89 0.89 -5.64
C -1.48 0.72 -4.39
C -2.71 -0.14 -4.27
C -0.89 1.37 -3.29
N -1.39 1.13 -1.97
C -2.52 1.61 -1.63
C -3.35 2.58 -2.43
C -3.11 1.14 -0.32
C -4.61 0.97 -0.29
N -2.33 0.91 0.65
C -2.88 0.50 1.91
C -3.11 1.48 2.87
C -2.88 2.93 2.55
C -3.58 1.10 4.12
C -3.83 -0.23 4.41
C -3.61 -1.19 3.44
C -3.15 -0.85 2.17
C -2.95 -1.92 1.14
H 1.17 3.88 -2.56
H 1.77 2.35 -1.96
H 0.19 2.96 -1.44
H 1.67 2.93 -4.84
H 0.68 1.78 -6.79
H -1.34 0.39 -6.49
H -2.60 -1.03 -4.90
H -3.59 0.40 -4.64
H -2.91 -0.47 -3.26
H -2.79 2.97 -3.28
H -3.66 3.40 -1.79
H -4.25 2.09 -2.80
H -4.91 0.30 -1.10
H -5.11 1.92 -0.46
H -4.94 0.56 0.66
H -3.65 3.33 1.89
H -1.92 3.08 2.05
H -2.88 3.53 3.46
H -3.76 1.86 4.87
H -4.19 -0.52 5.39
H -3.82 -2.23 3.65
H -3.54 -2.80 1.39
H -1.90 -2.22 1.10
H -3.24 -1.59 0.14
C 3.70 -3.25 -2.72
N 2.60 -2.59 -3.37
C 1.76 -3.29 -4.34
C 0.81 -2.18 -4.83
N 1.03 -1.14 -3.84
C 2.13 -1.37 -3.10
S 2.79 -0.27 -2.01
H 3.38 -4.23 -2.35
H 4.02 -2.64 -1.88
H 4.53 -3.39 -3.41
H 1.23 -4.11 -3.86
H 2.36 -3.70 -5.15
H -0.24 -2.51 -4.83
H 1.06 -1.84 -5.83
H 0.70 -0.19 -3.96
C 3.82 6.11 2.21
Si 3.54 4.56 1.20
C 4.85 3.29 1.65
C 3.74 4.88 -0.64
As 1.38 3.65 1.56
Si -0.07 5.47 1.09
C 0.73 6.71 -0.07
C -0.65 6.36 2.63
C -1.56 4.80 0.12
Si 1.44 3.08 3.88
C 1.45 4.49 5.11
C 3.00 2.08 4.14
C -0.02 1.94 4.21
H 4.89 6.35 2.20
H 3.52 5.95 3.25
H 3.27 6.97 1.83
H 5.74 3.51 1.05
H 4.54 2.27 1.42
H 5.14 3.34 2.70
H 4.68 5.43 -0.80
H 2.94 5.45 -1.08
H 3.83 3.93 -1.17
H 1.66 7.15 0.29
H 0.01 7.52 -0.19
H 0.91 6.28 -1.06
H -0.04 7.24 2.82
H -0.62 5.73 3.51
H -1.68 6.69 2.49
H -1.51 3.73 -0.06
H -1.61 5.31 -0.84
H -2.49 5.00 0.66
H 2.31 5.14 4.99
H 1.51 4.04 6.11
H 0.55 5.10 5.08
H 3.87 2.71 4.34
H 3.24 1.42 3.31
H 2.84 1.45 5.02
H -0.75 2.42 4.87
H 0.32 1.03 4.69
H -0.57 1.64 3.31
C -1.96 -10.35 0.66
C -2.22 -8.84 0.65
S -1.08 -8.05 -0.46
O -1.23 -8.61 -1.77
O 0.23 -8.02 0.15
C -1.64 -6.36 -0.54
C -0.82 -5.67 -1.63
N -0.79 -4.22 -1.45
C 0.21 -3.54 -0.84
N 0.02 -2.23 -0.89
C -1.14 -2.04 -1.56
C -1.66 -3.25 -1.91
N -2.94 -3.51 -2.46
O -3.64 -2.54 -2.70
O -3.27 -4.67 -2.65
C 1.35 -4.18 -0.12
H -2.65 -10.82 1.37
H -0.94 -10.56 0.97
H -2.13 -10.77 -0.32
H -2.06 -8.39 1.63
H -3.22 -8.60 0.30
H -1.46 -5.91 0.44
H -2.71 -6.34 -0.78
H -1.22 -5.90 -2.61
H 0.21 -6.02 -1.59
H -1.55 -1.06 -1.75
H 1.84 -4.95 -0.71
H 1.01 -4.64 0.81
H 2.07 -3.40 0.13
```

Calculated values
Net charge: +1
LUMO energy: -2.60 eV
Energy relative to the best compared isomer or geometry (same formula, charge and spin): 13.3 kcal/mol
Highest occupied orbital energy: -9.5 eV
Frontier orbital gap: 6.93 eV


# 2
This record from OMol25 describes the ion C8H11N2O2 with charge +1 in a non-equilibrium geometry. The level of theory is ωB97M-V/def2-TZVPD.

XYZ file:
```
23
Properties=species:S:1:pos:R:3
C -2.99 -0.16 -1.65
C -2.20 0.97 -0.92
C -1.26 0.68 0.25
C -1.00 -0.72 0.80
N -0.10 -0.17 0.12
C 1.22 -0.27 -0.32
C 1.91 0.93 0.28
C 2.77 0.41 1.26
O 3.41 1.06 2.17
N 2.66 -1.02 1.38
C 1.91 -1.46 0.44
O 1.50 -2.72 0.18
H -2.86 0.00 -2.71
H -4.05 0.02 -1.43
H -2.65 -1.17 -1.53
H -2.92 1.61 -0.51
H -1.56 1.61 -1.58
H -1.14 1.63 0.81
H -1.14 -1.44 1.66
H 1.31 -0.41 -1.41
H 1.88 1.92 -0.19
H 3.33 2.07 2.05
H 1.96 -3.36 0.82
```

Calculated values
Net charge: +1
LUMO energy (spin up / spin down): -4.74 / -4.74 eV
Energy relative to the best compared isomer or geometry (same formula, charge and spin): 116.7 kcal/mol
Highest occupied orbital energy (spin up / spin down): -12.5 / -12.5 eV
SMILES string: CC[C@H]1C=[N+]1[C@H]1C=C(O)N=C1O
Frontier orbital gap (spin up / spin down): 7.72 / 7.73 eV


# 3
This record from OMol25 describes a structure of composition C22H19BrN4O4S2V in a non-equilibrium geometry. The level of theory is ωB97M-V/def2-TZVPD.

XYZ file:
```
53
Properties=species:S:1:pos:R:3
V 0.23 -0.35 0.68
C 4.31 1.03 -1.23
C 2.95 0.93 -0.62
S 2.19 -0.61 -0.70
C 2.33 2.00 -0.05
C 2.99 3.34 0.07
S 0.72 1.91 0.56
H 4.64 0.04 -1.53
H 5.04 1.46 -0.54
H 4.28 1.67 -2.12
H 3.97 3.26 0.53
H 2.37 3.99 0.68
H 3.12 3.82 -0.91
O 1.26 -0.52 2.11
C 1.82 -1.52 2.61
C 1.72 -2.83 2.06
C 2.48 -3.88 2.55
C 2.41 -5.16 1.98
C 1.51 -5.38 0.92
C 0.73 -4.37 0.44
C 0.80 -3.06 0.97
O 0.07 -2.13 0.50
N 3.20 -6.19 2.45
O 3.98 -5.98 3.40
O 3.10 -7.32 1.92
H 2.44 -1.38 3.52
H 3.17 -3.73 3.37
H 1.45 -6.37 0.49
H 0.03 -4.53 -0.37
Br -1.73 -0.11 2.21
C -1.83 -1.30 -2.99
C -0.88 -1.16 -1.99
N -1.00 -0.24 -1.01
C -2.04 0.57 -1.04
C -3.07 0.50 -1.99
C -2.94 -0.49 -2.99
C -4.29 1.23 -1.89
C -4.63 2.33 -1.14
C -3.82 3.31 -0.52
C -4.34 4.12 0.53
C -3.55 5.10 1.04
N -2.32 5.36 0.57
C -1.91 4.55 -0.40
N -2.56 3.56 -0.96
H -1.69 -2.05 -3.76
H 0.00 -1.80 -1.96
H -2.09 1.31 -0.25
H -3.72 -0.61 -3.72
H -5.10 0.78 -2.46
H -5.70 2.50 -1.01
H -5.33 3.92 0.92
H -3.88 5.74 1.85
H -0.91 4.74 -0.78
```

Calculated values
Spin multiplicity: 2
Net charge: -2
LUMO energy (spin up / spin down): 3.54 / 3.54 eV
Energy relative to the best compared isomer or geometry (same formula, charge and spin): 0.0 kcal/mol
Highest occupied orbital energy (spin up / spin down): 0.5 / -1.2 eV
Frontier orbital gap (spin up / spin down): 3.06 / 4.70 eV


# 4
This record from OMol25 describes the molecule C4H10O in a non-equilibrium geometry. The level of theory is ωB97M-V/def2-TZVPD.

XYZ file:
```
15
Properties=species:S:1:pos:R:3
C -1.63 0.03 -0.53
C -0.73 -0.33 0.67
C 0.77 -0.29 0.41
C 1.27 1.01 -0.18
O 1.15 -1.26 -0.54
H -2.66 -0.32 -0.31
H -1.27 -0.53 -1.42
H -1.58 1.14 -0.76
H -0.94 -1.36 0.95
H -0.91 0.35 1.54
H 1.28 -0.38 1.44
H 2.38 1.08 -0.17
H 0.94 1.08 -1.27
H 0.85 1.91 0.34
H 1.08 -2.14 -0.14
```

Calculated values
LUMO energy: 0.93 eV
Energy relative to the best compared isomer or geometry (same formula, charge and spin): 9.9 kcal/mol
Highest occupied orbital energy: -10.2 eV
SMILES string: CC[C@H](C)O
Frontier orbital gap: 11.17 eV


# 5
This record from OMol25 describes a cluster of 2 separate species, C9H11FO2SSe in total in a non-equilibrium geometry. The level of theory is ωB97M-V/def2-TZVPD.

XYZ file:
```
25
Properties=species:S:1:pos:R:3
C -2.47 -2.04 2.08
C -1.89 -2.86 1.12
C -2.51 -0.70 1.93
C -1.29 -2.29 0.01
C -2.12 -0.09 0.73
C -1.41 -0.86 -0.17
C 3.68 0.78 -0.44
C -1.16 1.46 -1.98
C 1.26 2.22 -0.31
O 1.92 0.78 -2.26
O 1.34 -0.52 -0.24
F 1.32 2.52 1.04
S 1.95 0.64 -0.79
Se -0.87 -0.27 -1.95
H -2.86 -2.59 2.82
H -1.95 -3.86 1.28
H -2.94 -0.09 2.59
H -0.82 -2.98 -0.77
H -2.37 1.03 0.63
H 4.15 1.60 -0.97
H 3.92 0.89 0.67
H 4.27 -0.11 -0.82
H 0.14 2.40 -0.52
H -1.12 1.96 -2.99
H 1.83 2.98 -0.69
```

Calculated values
LUMO energy: 0.02 eV
Highest occupied orbital energy: -8.2 eV
Frontier orbital gap: 8.17 eV


# 6
This record from OMol25 describes a structure of composition C34H44GeN4SeTeW in a non-equilibrium geometry. The level of theory is ωB97M-V/def2-TZVPD.

XYZ file:
```
86
Properties=species:S:1:pos:R:3
W -0.67 0.07 -0.26
C -0.75 1.88 1.11
C -1.97 1.87 0.32
C -2.72 0.78 0.79
C -1.97 0.08 1.76
C -0.77 0.78 1.99
H 0.01 2.65 1.12
H -2.29 2.64 -0.37
H -3.70 0.51 0.43
H -2.27 -0.80 2.32
H -0.03 0.53 2.72
C 2.10 -1.20 1.21
N 1.40 -0.71 -0.02
C 2.00 -1.04 -1.12
C 1.31 -0.97 -2.33
C 1.67 -1.22 -3.65
C 0.52 -0.98 -4.41
C -0.48 -0.60 -3.52
N -0.02 -0.62 -2.23
C 2.16 -0.29 2.39
C 1.74 -0.75 3.64
C 1.77 0.08 4.75
C 2.23 1.39 4.62
C 2.69 1.84 3.39
C 2.67 1.00 2.28
H 3.11 -1.47 0.89
H 1.61 -2.13 1.50
H 3.02 -1.42 -1.09
H 2.64 -1.52 -4.00
H 0.40 -1.08 -5.47
H -1.48 -0.30 -3.79
H 1.38 -1.77 3.74
H 1.44 -0.28 5.71
H 2.25 2.04 5.48
H 3.08 2.85 3.29
H 3.06 1.33 1.33
Te 0.24 2.23 -1.95
C 0.07 4.19 -1.17
C -0.72 5.03 -1.95
C -0.86 6.37 -1.60
C -0.20 6.86 -0.48
C 0.59 6.02 0.29
C 0.73 4.68 -0.06
C 2.34 2.21 -2.18
C 3.18 2.56 -1.14
C 4.55 2.60 -1.36
C 5.07 2.30 -2.62
C 4.21 1.96 -3.66
C 2.84 1.91 -3.44
H -1.23 4.66 -2.83
H -1.47 7.02 -2.21
H -0.31 7.90 -0.20
H 1.12 6.40 1.15
H 1.41 4.07 0.53
H 2.79 2.82 -0.17
H 5.22 2.88 -0.56
H 6.13 2.34 -2.79
H 4.61 1.74 -4.64
H 2.18 1.65 -4.26
C -1.69 -6.11 1.09
Ge -2.76 -4.71 1.92
C -4.62 -5.21 2.16
C -1.93 -4.04 3.56
C -2.75 -3.12 0.69
Se -0.93 -2.62 0.20
C -0.93 -3.51 -1.53
H -1.69 -6.98 1.74
H -0.65 -5.79 0.96
H -2.10 -6.41 0.13
H -4.69 -6.07 2.82
H -5.08 -5.47 1.21
H -5.19 -4.40 2.61
H -1.81 -4.85 4.28
H -2.53 -3.26 4.02
H -0.93 -3.64 3.34
H -3.22 -2.28 1.20
H -3.31 -3.31 -0.23
H -0.86 -4.58 -1.32
H -0.06 -3.18 -2.09
H -1.85 -3.30 -2.07
N -3.38 0.55 -2.05
N -2.53 -0.46 -1.49
H -4.04 0.11 -2.69
H -2.80 1.18 -2.59
H -2.16 -1.08 -2.20
H -3.12 -1.04 -0.90
```

Calculated values
Net charge: +2
LUMO energy: -5.80 eV
Energy relative to the best compared isomer or geometry (same formula, charge and spin): 19.7 kcal/mol
Highest occupied orbital energy: -13.4 eV
Frontier orbital gap: 7.59 eV


# 7
This record from OMol25 describes the ion C5H11N6OS with charge +1 in a non-equilibrium geometry. The level of theory is ωB97M-V/def2-TZVPD.

XYZ file:
```
24
Properties=species:S:1:pos:R:3
N -2.22 -0.94 -1.18
C -1.53 -1.63 -2.03
N -1.91 -2.80 -2.56
O -0.36 -1.26 -2.45
C 0.10 0.18 -2.32
C 0.36 0.53 -0.98
C -0.58 1.28 -0.19
N -0.30 1.48 1.10
C 0.94 1.02 1.32
N 1.52 1.21 2.63
N 0.75 1.23 3.85
N 2.93 0.95 2.79
S 1.77 0.26 0.01
H -3.02 -1.51 -1.02
H -1.84 -0.08 -0.78
H -2.76 -3.26 -2.30
H -1.15 -3.29 -3.00
H -0.75 0.70 -2.79
H 0.95 0.31 -2.95
H -1.54 1.55 -0.53
H 0.99 0.39 4.32
H 1.14 2.01 4.39
H 3.16 0.04 2.45
H 3.36 1.61 2.23
```

Calculated values
Net charge: +1
LUMO energy: -2.96 eV
Energy relative to the best compared isomer or geometry (same formula, charge and spin): 2.0 kcal/mol
Highest occupied orbital energy: -11.6 eV
SMILES string: NC(=[NH2+])OCc1cnc(N(N)N)s1
Frontier orbital gap: 8.61 eV


# 8
This record from OMol25 describes a structure of composition C28H78F3N6O12PPt in a non-equilibrium geometry. The level of theory is ωB97M-V/def2-TZVPD.

XYZ file:
```
129
Properties=species:S:1:pos:R:3
Pt -1.57 -1.48 -3.66
P 0.28 -0.16 -1.19
O -1.24 0.03 -1.24
O 0.17 -1.68 -1.40
O 1.20 0.48 -0.14
O 0.55 0.33 -2.65
C 4.97 -6.44 0.56
C 4.05 -5.90 -0.61
C 2.78 -6.75 -1.02
O 2.18 -6.26 -2.22
C 0.83 -6.66 -2.45
N 3.60 -4.46 -0.26
H 2.82 -4.06 -0.77
H 3.42 -4.39 0.73
H 4.36 -3.85 -0.52
H 5.89 -5.87 0.49
H 5.11 -7.50 0.33
H 4.52 -6.36 1.55
H 4.68 -5.79 -1.50
H 1.99 -6.77 -0.26
H 3.20 -7.74 -1.21
H 0.38 -6.22 -3.34
H 0.29 -6.17 -1.64
H 0.58 -7.72 -2.45
C -1.71 1.73 4.68
C -2.22 2.52 3.43
C -3.47 3.45 3.64
O -3.66 4.14 2.36
C -4.80 4.98 2.38
N -1.06 3.34 2.89
H -1.49 4.11 2.40
H -0.55 3.72 3.67
H -0.55 2.64 2.37
H -2.50 0.99 4.83
H -1.63 2.30 5.60
H -0.72 1.34 4.45
H -2.38 1.83 2.61
H -3.31 4.07 4.52
H -4.38 2.87 3.77
H -4.54 5.93 2.86
H -5.62 4.52 2.94
H -5.34 5.19 1.45
C 6.96 1.56 2.91
C 6.46 0.09 2.96
C 7.30 -0.79 3.94
O 7.17 -2.20 3.61
C 8.11 -3.05 4.26
N 5.03 0.08 3.43
H 4.34 0.16 2.70
H 4.88 -0.82 3.87
H 4.84 0.83 4.07
H 7.32 2.02 3.83
H 6.25 2.31 2.59
H 7.78 1.60 2.20
H 6.42 -0.32 1.95
H 6.96 -0.41 4.91
H 8.34 -0.50 3.76
H 7.85 -4.04 3.87
H 8.14 -3.15 5.34
H 9.18 -3.07 4.02
C -0.52 4.79 -4.34
C -0.64 5.04 -2.81
C -0.64 6.54 -2.29
O -0.68 6.44 -0.85
C -0.65 7.66 -0.19
N -1.94 4.35 -2.35
H -2.32 4.61 -1.45
H -2.70 4.45 -3.01
H -1.71 3.37 -2.28
H -1.43 4.93 -4.92
H -0.40 3.74 -4.59
H 0.05 5.48 -4.96
H 0.13 4.48 -2.29
H -1.45 7.14 -2.70
H 0.29 7.07 -2.53
H -0.38 7.45 0.84
H -1.58 8.23 -0.27
H 0.15 8.24 -0.65
C 4.85 1.17 -6.85
C 5.18 2.25 -5.81
C 4.51 3.54 -6.21
O 4.67 4.49 -5.18
C 4.73 5.86 -5.58
N 4.56 1.73 -4.49
H 3.65 1.31 -4.57
H 5.17 1.02 -4.11
H 4.39 2.43 -3.80
H 3.76 1.11 -6.86
H 5.11 0.13 -6.66
H 5.31 1.51 -7.78
H 6.25 2.38 -5.65
H 3.46 3.38 -6.42
H 5.01 3.77 -7.16
H 5.31 6.03 -6.49
H 5.07 6.47 -4.74
H 3.74 6.27 -5.78
C -2.08 -6.36 3.24
C -2.89 -5.07 3.15
C -3.53 -4.31 4.35
O -4.28 -3.08 4.03
C -5.31 -2.63 4.89
N -2.11 -4.05 2.38
H -2.69 -3.22 2.43
H -1.20 -3.84 2.76
H -1.92 -4.30 1.42
H -1.90 -6.81 2.26
H -2.74 -7.05 3.77
H -1.21 -6.21 3.88
H -3.74 -5.23 2.49
H -2.83 -4.16 5.17
H -4.22 -5.00 4.85
H -6.17 -3.27 4.73
H -5.54 -1.58 4.67
H -4.97 -2.74 5.91
C -10.34 -2.15 -1.40
O -9.36 -1.31 -0.70
O -11.34 -2.49 -0.45
C -10.88 -1.54 -2.76
F -9.89 -1.21 -3.65
F -11.69 -2.34 -3.35
F -11.47 -0.36 -2.55
C -8.00 -1.15 -1.21
C -7.40 -0.20 -0.12
H -7.48 -0.59 0.89
H -6.33 -0.01 -0.21
H -7.89 0.76 -0.25
H -8.06 -0.82 -2.24
H -7.47 -2.09 -1.08
H -9.80 -3.05 -1.71
```

Calculated values
Spin multiplicity: 3
Net charge: +4
LUMO energy (spin up / spin down): -8.38 / -8.37 eV
Highest occupied orbital energy (spin up / spin down): -12.3 / -11.7 eV
Frontier orbital gap (spin up / spin down): 3.94 / 3.28 eV